Entry 1
Here is one molecule with the formula C7H6 from the Open Molecules 2025 dataset. Energies are from wB97M-V/def2-TZVPD.

Geometry as XYZ:
```
13
Properties=species:S:1:pos:R:3:lowdin_charge:R:1
C -0.794 -0.565 -0.759 -0.058
C 0.833 0.411 0.760 -0.077
C 1.258 -1.432 -0.652 0.033
C 1.707 -0.442 0.201 -0.129
C -0.467 0.429 0.200 -0.330
C -1.309 1.452 0.685 0.065
C 0.095 -1.465 -1.281 -0.127
H 2.828 -0.534 0.480 0.133
H 1.002 1.122 1.607 0.125
H -0.881 1.938 1.597 0.063
H -0.322 -2.321 -1.857 0.122
H -2.137 1.914 0.078 0.078
H -1.812 -0.506 -1.060 0.101
```

**Kohn-Sham gap (alpha / beta)**: 7.01 / 8.43 eV
**E_LUMO (alpha / beta)**: -0.33 / -0.48 eV

Entry 2
Here is one molecule with the formula C7H6 from the Open Molecules 2025 dataset. Energies are from wB97M-V/def2-TZVPD.

Geometry as XYZ:
```
13
Properties=species:S:1:pos:R:3:lowdin_charge:R:1
C 0.217 -0.315 -0.011 -0.002
C -3.351 0.178 -0.224 0.002
C -1.027 -0.250 -0.061 -0.059
C -2.372 -0.679 0.107 -0.194
C 4.181 -0.248 -0.245 0.095
C 1.554 0.330 0.135 -0.225
C 2.999 -0.033 0.003 -0.129
H -3.263 1.194 -0.728 0.093
H -2.669 -1.722 0.416 0.126
H -4.337 0.006 -0.134 0.001
H 5.180 -0.537 -0.073 0.013
H 1.295 0.762 1.198 0.154
H 1.592 1.314 -0.382 0.123
```

**Kohn-Sham gap**: 9.42 eV
**E_LUMO**: 0.60 eV
**SMILES string**: C#CCC#CC=C

The energetic minimum among the shown structures is entry 1; the next structure lies 133.5 kJ/mol above.